23
Properties=species:S:1:pos:R:3:forces:R:3 method="wB97M-V/def2-TZVPD" energy_ha=-588.025544 fmax_ev_per_a=1.760 smiles="C=C[C@H](O)C#N.NC(N)=CC=O" de_lowest_kj_mol=180.3 homo_lumo_gap_ev=8.5 homo_energy_ha=-0.30035
C -4.6225 1.4015 -1.1309 0.1 0.1 0.2
C -3.7958 1.0765 -0.1411 -0.2 0.3 -0.3
C -3.5547 -0.3454 0.2953 -0.1 0.0 -0.3
O -3.9991 -0.6075 1.6053 0.5 0.6 0.8
C -2.1138 -0.6762 0.1581 1.4 -0.3 -0.1
N -0.9794 -0.9040 0.0815 -1.7 0.2 0.2
H -5.1666 0.6507 -1.6970 0.1 0.0 0.1
H -4.7995 2.4386 -1.4180 0.1 -0.3 0.1
H -3.2522 1.8485 0.4102 -0.1 -0.2 -0.1
H -4.1229 -1.0210 -0.3556 0.2 0.1 0.1
H -3.5362 0.0037 2.2258 -0.5 -0.6 -0.6
N 2.9948 -2.1123 -0.4001 0.2 -0.1 -0.2
C 3.0854 -0.7561 -0.1455 -0.4 0.0 0.0
N 1.8413 -0.1739 -0.0202 -0.1 -0.1 0.7
C 4.2785 -0.1108 -0.0476 0.5 0.2 0.0
C 4.4337 1.2336 0.4618 0.2 -0.3 -0.2
O 5.4897 1.8402 0.5257 -0.3 -0.1 0.0
H 2.2505 -2.3789 -1.0354 0.1 0.1 0.2
H 3.8766 -2.5696 -0.6031 -0.3 0.2 0.1
H 1.8379 0.8129 0.2315 0.0 -0.6 -0.1
H 1.1559 -0.7404 0.5077 0.5 0.6 -0.7
H 5.1919 -0.6325 -0.3423 -0.3 0.2 0.1
H 3.5065 1.7225 0.8339 0.1 0.0 0.0